(1)
A cluster of 2 separate species, C7H10N2S in total in a non-equilibrium geometry, computed with ωB97M-V with the def2-TZVPD basis set.

Structure (ORCA input):
```
! RIJCOSX wB97M-V def2-TZVPD def2/J DEFGRID3
* xyz 0 3
C 2.38 1.62 1.53
C 1.12 2.06 1.15
C 2.77 0.21 1.51
C 0.31 1.10 0.61
C 1.95 -0.69 0.83
C 0.71 -0.15 0.52
C -1.61 -1.00 -2.57
N -2.46 0.36 -0.66
N -2.33 -2.46 -0.43
S -1.71 -1.06 -0.73
H 3.10 2.31 2.00
H 0.60 3.03 1.16
H 3.73 0.00 1.93
H -0.66 1.33 0.30
H 2.33 -1.73 0.74
H -0.63 -0.71 -2.92
H -1.81 -1.89 -2.91
H -2.40 -0.30 -2.74
H -2.81 0.67 0.23
H -2.58 -2.72 0.46
*
```

molar mass	154.2	u
calculated total energy	-780.1684	Ha
orbital gap (alpha / beta)	8.418 / 7.082	eV
E_LUMO (alpha / beta)	0.85 / -1.76	eV
⟨S²⟩	2.019
strongest force on any atom	4.9	eV/A

natural (NBO) population analysis, charges in e, atoms 1 to 2: number 1, C, carries -0.22; number 2, C, carries -0.21

---

(2)
A structure of composition C22H25CuF4N6O2S in a non-equilibrium geometry, computed with ωB97M-V with the def2-TZVPD basis set.

Structure (ORCA input):
```
! RIJCOSX wB97M-V def2-TZVPD def2/J DEFGRID3
* xyz -1 2
Cu -12.31 3.06 12.51
C -13.68 6.48 10.43
C -12.93 7.64 10.55
N -9.92 3.34 10.94
C -10.65 3.64 9.81
C -12.09 2.97 9.12
C -8.97 4.62 10.93
C -8.93 5.69 11.86
N -11.68 3.26 15.01
C -11.56 4.44 15.12
C -13.39 4.15 15.11
F -13.73 4.89 12.22
C -14.03 5.17 15.71
F -15.37 5.43 15.22
C -13.35 6.22 16.35
C -11.93 6.32 16.55
F -11.30 6.86 17.65
C -11.12 5.62 15.63
F -9.76 5.46 15.82
H -14.76 6.59 10.63
H -13.49 5.56 11.69
H -13.40 5.55 9.90
H -13.56 8.57 10.65
H -11.95 7.78 10.17
H -9.97 3.60 8.85
H -10.80 4.79 9.77
H -12.12 1.86 8.92
H -12.00 3.45 8.11
H -12.96 3.32 9.67
H -9.22 5.12 9.96
H -7.94 4.13 10.86
H -9.44 5.55 12.77
H -8.59 6.72 11.64
H -14.04 6.97 16.74
N -13.75 -0.86 6.88
C -14.31 -0.50 8.06
C -14.09 -1.30 9.19
C -14.40 -0.75 10.43
C -15.27 0.36 10.56
C -15.57 1.14 9.40
C -15.03 0.72 8.19
S -15.21 1.16 12.19
O -15.77 2.48 12.03
O -15.76 0.19 13.13
N -13.71 1.38 12.70
C -12.77 0.48 13.11
N -11.62 1.16 13.15
C -10.54 0.59 13.52
C -10.52 -0.80 13.81
C -11.67 -1.51 13.68
N -12.81 -0.80 13.47
H -13.57 -1.84 6.73
H -13.98 -0.34 6.04
H -13.65 -2.29 9.10
H -13.95 -1.21 11.32
H -16.45 1.80 9.42
H -15.17 1.32 7.28
H -9.67 1.23 13.62
H -9.56 -1.24 14.12
H -11.78 -2.59 13.76
H -14.30 3.37 15.11
*
```

molar mass	577.1	u
calculated total energy	-3769.8880	Ha
orbital gap (alpha / beta)	4.268 / 4.241	eV
E_LUMO (alpha / beta)	1.53 / 1.53	eV
⟨S²⟩	0.754
strongest force on any atom	4.8	eV/A

natural (NBO) population analysis, charges in e, atoms 1 to 2: number 1, Cu, carries 0.84; number 2, C, carries -0.52

---

(3)
An isolated molecule of C11H13NO2 in a non-equilibrium geometry, computed with ωB97M-V with the def2-TZVPD basis set.

Structure (ORCA input):
```
! RIJCOSX wB97M-V def2-TZVPD def2/J DEFGRID3
* xyz 0 3
C 3.41 0.75 0.06
C 2.85 -0.19 -0.80
C 2.61 1.64 0.72
C 1.48 -0.07 -1.12
C 1.25 1.61 0.46
C 0.69 0.81 -0.48
C -2.45 1.03 0.74
C -0.75 0.99 -0.82
C -1.53 -0.07 0.10
C -0.88 -0.65 1.39
C -2.12 -1.22 -0.73
N -2.21 2.22 0.52
O -1.21 2.29 -0.46
O -0.98 0.80 -2.15
H 4.43 0.73 0.29
H 3.58 -0.83 -1.26
H 2.91 2.15 1.54
H 1.09 -0.71 -1.85
H 0.65 2.24 1.01
H -3.21 0.81 1.49
H 0.04 -1.18 1.06
H -1.56 -1.34 1.85
H -0.58 0.17 2.07
H -1.57 -2.06 -0.92
H -2.33 -0.80 -1.78
H -3.04 -1.46 -0.31
H -0.16 0.82 -2.59
*
```

molar mass	191.2	u
calculated total energy	-631.8691	Ha
orbital gap (alpha / beta)	3.322 / 4.113	eV
E_LUMO (alpha / beta)	0.12 / -4.34	eV
⟨S²⟩	2.011
strongest force on any atom	6.8	eV/A

natural (NBO) population analysis, charges in e, atoms 1 to 2: number 1, C, carries -0.13; number 2, C, carries -0.25

---

(4)
A structure of composition C50H43AsClLaN2PS4 in a non-equilibrium geometry, computed with ωB97M-V with the def2-TZVPD basis set.

Structure (ORCA input):
```
! RIJCOSX wB97M-V def2-TZVPD def2/J DEFGRID3
* xyz 1 1
La 0.33 0.64 1.92
S -0.61 3.19 2.14
C -2.23 2.92 2.79
C -2.69 3.78 3.79
C -3.94 3.62 4.37
C -4.79 2.61 3.94
C -4.36 1.76 2.93
C -3.09 1.90 2.37
S -2.59 0.75 1.10
C -3.02 -0.83 1.90
C -2.18 -2.00 1.46
C -2.82 -3.22 1.31
C -2.07 -4.35 1.04
C -0.71 -4.21 0.88
C -0.13 -2.96 0.99
C 1.34 -2.87 0.66
S 2.33 -1.56 1.39
C 2.23 -1.90 3.14
C 2.08 -3.19 3.64
C 2.08 -3.40 5.01
C 2.23 -2.32 5.87
C 2.39 -1.04 5.38
C 2.39 -0.79 4.00
S 2.62 0.85 3.39
N -0.85 -1.86 1.30
H -2.03 4.58 4.12
H -4.25 4.30 5.15
H -5.77 2.49 4.37
H -5.03 0.99 2.57
H -4.07 -1.06 1.70
H -2.92 -0.68 2.97
H -3.89 -3.28 1.44
H -2.55 -5.32 0.95
H -0.09 -5.07 0.65
H 1.44 -2.68 -0.42
H 1.81 -3.83 0.84
H 1.99 -4.03 2.97
H 1.97 -4.41 5.39
H 2.24 -2.49 6.94
H 2.51 -0.20 6.05
Cl -2.43 1.63 7.41
C -1.86 0.37 6.37
C -1.98 -0.96 6.73
C -1.49 -1.91 5.86
C -0.91 -1.51 4.67
N -0.82 -0.22 4.32
C -1.27 0.71 5.16
H -2.44 -1.23 7.67
H -1.54 -2.97 6.10
H -0.50 -2.23 3.98
H -1.17 1.75 4.87
C 1.84 -0.24 -1.98
C 2.01 0.16 -3.44
As 1.92 -1.47 -4.56
C 1.56 -0.60 -6.27
C 1.97 0.70 -6.54
C 1.74 1.26 -7.79
C 1.09 0.53 -8.78
C 0.68 -0.77 -8.51
C 0.92 -1.33 -7.27
C 0.07 -1.85 -4.04
C -0.98 -0.98 -4.33
C -2.26 -1.24 -3.85
C -2.50 -2.38 -3.08
C -1.46 -3.25 -2.80
C -0.18 -2.99 -3.28
P 1.44 1.11 -0.80
C 0.27 2.15 -1.73
C -0.97 1.58 -2.02
C -1.92 2.30 -2.73
C -1.63 3.59 -3.16
C -0.39 4.15 -2.89
C 0.56 3.43 -2.18
C 2.94 2.10 -0.57
C 4.18 1.74 -1.08
C 5.30 2.49 -0.77
C 5.19 3.60 0.05
C 3.96 3.97 0.57
C 2.84 3.21 0.27
H 2.72 -0.77 -1.59
H 0.99 -0.93 -1.88
H 2.96 0.67 -3.60
H 1.21 0.82 -3.76
H 2.47 1.29 -5.79
H 2.06 2.28 -8.00
H 0.90 0.97 -9.75
H 0.18 -1.35 -9.27
H 0.60 -2.35 -7.07
H -0.81 -0.10 -4.93
H -3.07 -0.57 -4.09
H -3.50 -2.59 -2.73
H -1.65 -4.15 -2.23
H 0.62 -3.69 -3.08
H -1.20 0.57 -1.69
H -2.88 1.85 -2.95
H -2.37 4.15 -3.71
H -0.17 5.15 -3.22
H 1.53 3.87 -1.98
H 4.28 0.87 -1.72
H 6.27 2.21 -1.17
H 6.07 4.18 0.29
H 3.87 4.83 1.22
H 1.87 3.51 0.67
*
```

molar mass	1080.4	u
calculated total energy	-6702.2823	Ha
orbital gap	7.260	eV
E_LUMO	-2.72	eV
strongest force on any atom	1.4	eV/A

Mulliken population analysis, charges in e, atoms 1 to 2: number 1, La, carries 1.48; number 2, S, carries -0.64